The following is a DFT calculation (ωB97M-V/def2-TZVPD) of a 14-piece molecular cluster, C56H154N14O14 overall.

Bonds (Å) are listed after each position.
Element x y z (Å)
1 C -1.9752 -1.0104 -2.6841  C2 1.596, H7 1.090, H8 1.090, H9 1.090
2 C -0.8200 -1.5636 -3.6369  C1 1.596, C3 1.557, N6 1.450, H10 1.090
3 C -0.7499 -0.8348 -5.0114  C2 1.557, O4 1.478, H11 1.090, H12 1.090
4 O 0.4620 -1.2898 -5.7252  C3 1.478, C5 1.404
5 C 0.4920 -0.8850 -7.0688  O4 1.404, H13 1.090, H14 1.090, H15 1.090
6 N 0.3956 -1.0803 -3.0110  C2 1.450, H16 1.010, H17 1.010
7 H -1.8917 -1.2651 -1.6276  C1 1.090
8 H -2.9015 -1.3481 -3.1488  C1 1.090
9 H -2.0157 0.0775 -2.6299  C1 1.090
10 H -0.9712 -2.6362 -3.7591  C2 1.090
11 H -0.7562 0.2549 -4.9847  C3 1.090
12 H -1.6342 -1.0969 -5.5923  C3 1.090
13 H 0.2373 0.1627 -7.2285  C5 1.090
14 H -0.3103 -1.3352 -7.6534  C5 1.090
15 H 1.5168 -1.0837 -7.3826  C5 1.090
16 H 1.0249 -0.9680 -3.7930  N6 1.010
17 H 0.8240 -1.7816 -2.4239  N6 1.010
18 C -3.5431 3.1648 1.8631  C19 1.552, H24 1.090, H25 1.090, H26 1.090
19 C -2.8658 2.2159 0.8383  C18 1.552, C20 1.492, N23 1.475, H27 1.090
20 C -1.3852 2.3861 0.7694  C19 1.492, O21 1.442, H28 1.090, H29 1.090
21 O -0.6768 1.6511 -0.2486  C20 1.442, C22 1.460
22 C -0.3226 2.3724 -1.4673  O21 1.460, H30 1.090, H31 1.090, H32 1.090
23 N -3.2629 0.8162 1.0798  C19 1.475, H33 1.010, H34 1.010
24 H -3.2750 4.2203 1.8173  C18 1.090
25 H -3.4009 2.6982 2.8378  C18 1.090
26 H -4.5931 3.1807 1.5711  C18 1.090
27 H -3.2759 2.5235 -0.1237  C19 1.090
28 H -1.0325 2.0382 1.7403  C20 1.090
29 H -1.0652 3.4248 0.6876  C20 1.090
30 H -1.1053 2.2665 -2.2186  C22 1.090
31 H 0.5153 1.8492 -1.9280  C22 1.090
32 H -0.0054 3.4145 -1.4276  C22 1.090
33 H -2.5721 0.2701 0.5852  N23 1.010
34 H -3.2201 0.3550 1.9773  N23 1.010
35 C 4.5513 3.3640 -8.9979  C36 1.452, H41 1.090, H42 1.090, H43 1.090
36 C 5.7832 2.7184 -8.5808  C35 1.452, C37 1.592, N40 1.469, H44 1.090
37 C 7.1726 2.8685 -9.3440  C36 1.592, O38 1.459, H45 1.090, H46 1.090
38 O 7.0663 1.9981 -10.5100  C37 1.459, C39 1.376
39 C 8.2827 1.7693 -11.1114  O38 1.376, H47 1.090, H48 1.090, H49 1.090
40 N 6.1042 3.2642 -7.2554  C36 1.469, H50 1.010, H51 1.010
41 H 3.6036 3.0165 -8.5864  C35 1.090
42 H 4.2962 3.3438 -10.0575  C35 1.090
43 H 4.5882 4.4051 -8.6770  C35 1.090
44 H 5.6087 1.6522 -8.4361  C36 1.090
45 H 8.0255 2.4910 -8.7798  C37 1.090
46 H 7.3194 3.9121 -9.6222  C37 1.090
47 H 8.0272 1.6945 -12.1684  C39 1.090
48 H 8.7397 0.8654 -10.7087  C39 1.090
49 H 8.9598 2.6081 -10.9499  C39 1.090
50 H 6.4108 4.2255 -7.3002  N40 1.010
51 H 5.2090 3.4214 -6.8149  N40 1.010
52 C -2.6302 -4.6834 -5.0969  C53 1.563, H58 1.090, H59 1.090, H60 1.090
53 C -1.5571 -5.3831 -5.9920  C52 1.563, C54 1.582, N57 1.487, H61 1.090
54 C -1.6605 -4.8598 -7.4810  C53 1.582, O55 1.404, H62 1.090, H63 1.090
55 O -0.8333 -5.6438 -8.3011  C54 1.404, C56 1.393
56 C -0.3888 -5.2064 -9.5469  O55 1.393, H64 1.090, H65 1.090, H66 1.090
57 N -0.2360 -5.0422 -5.4012  C53 1.487, H67 1.010, H68 1.010
58 H -2.5047 -4.9783 -4.0551  C52 1.090
59 H -3.6473 -4.9872 -5.3444  C52 1.090
60 H -2.6755 -3.5965 -5.1661  C52 1.090
61 H -1.5007 -6.4716 -5.9880  C53 1.090
62 H -1.4048 -3.8002 -7.4941  C54 1.090
63 H -2.6029 -4.7800 -8.0228  C54 1.090
64 H 0.3765 -4.4932 -9.2409  C56 1.090
65 H -1.1312 -4.7719 -10.2163  C56 1.090
66 H -0.0686 -6.1319 -10.0255  C56 1.090
67 H -0.0657 -4.0510 -5.4941  N57 1.010
68 H 0.4198 -5.4928 -6.0233  N57 1.010
69 C 3.2293 4.1905 -4.3304  C70 1.558, H75 1.090, H76 1.090, H77 1.090
70 C 3.0631 5.7182 -4.0730  C69 1.558, C71 1.670, N74 1.440, H78 1.090
71 C 2.7820 5.9655 -2.4452  C70 1.670, O72 1.410, H79 1.090, H80 1.090
72 O 2.9462 7.3280 -2.1196  C71 1.410, C73 1.426
73 C 2.9251 7.4708 -0.7008  O72 1.426, H81 1.090, H82 1.090, H83 1.090
74 N 4.2147 6.4437 -4.5425  C70 1.440, H84 1.010, H85 1.010
75 H 4.2649 3.8727 -4.2089  C69 1.090
76 H 2.8416 3.9764 -5.3264  C69 1.090
77 H 2.4520 3.7428 -3.7112  C69 1.090
78 H 2.2745 6.1928 -4.6570  C70 1.090
79 H 3.4050 5.3643 -1.7829  C71 1.090
80 H 1.7609 5.6815 -2.1906  C71 1.090
81 H 3.8908 7.1804 -0.2872  C73 1.090
82 H 2.1952 6.7710 -0.2937  C73 1.090
83 H 2.8445 8.5047 -0.3652  C73 1.090
84 H 4.1475 7.2280 -3.9097  N74 1.010
85 H 5.0496 5.9184 -4.3255  N74 1.010
86 C 6.2621 -2.9659 -9.6011  C87 1.534, H92 1.090, H93 1.090, H94 1.090
87 C 6.8553 -2.9518 -11.0154  C86 1.534, C88 1.543, N91 1.454, H95 1.090
88 C 6.1841 -3.7985 -12.1169  C87 1.543, O89 1.441, H96 1.090, H97 1.090
89 O 7.0520 -3.7592 -13.2670  C88 1.441, C90 1.384
90 C 6.6466 -4.6273 -14.2665  O89 1.384, H98 1.090, H99 1.090, H100 1.090
91 N 6.7711 -1.5979 -11.5377  C87 1.454, H101 1.010, H102 1.010
92 H 5.2095 -2.6962 -9.6880  C86 1.090
93 H 6.8166 -2.3201 -8.9203  C86 1.090
94 H 6.2277 -4.0264 -9.3516  C86 1.090
95 H 7.9160 -3.1952 -10.9541  C87 1.090
96 H 5.1936 -3.4020 -12.3401  C88 1.090
97 H 6.2110 -4.8360 -11.7836  C88 1.090
98 H 5.5737 -4.6011 -14.4571  C90 1.090
99 H 6.8450 -5.6540 -13.9588  C90 1.090
100 H 7.1522 -4.2983 -15.1744  C90 1.090
101 H 7.0176 -1.6937 -12.5125  N91 1.010
102 H 5.7940 -1.3667 -11.6461  N91 1.010
103 C 0.4639 -3.9312 -0.8303  C104 1.513, H109 1.090, H110 1.090, H111 1.090
104 C 1.6305 -4.6133 -1.5110  C103 1.513, C105 1.481, N108 1.435, H112 1.090
105 C 1.5346 -6.0555 -1.8348  C104 1.481, O106 1.501, H113 1.090, H114 1.090
106 O 2.7921 -6.8030 -2.1718  C105 1.501, C107 1.409
107 C 2.6644 -8.2027 -2.0736  O106 1.409, H115 1.090, H116 1.090, H117 1.090
108 N 1.8741 -3.7595 -2.6377  C104 1.435, H118 1.010, H119 1.010
109 H 0.3647 -4.1518 0.2325  C103 1.090
110 H -0.4328 -4.0350 -1.4412  C103 1.090
111 H 0.6553 -2.8598 -0.8905  C103 1.090
112 H 2.5270 -4.4779 -0.9060  C104 1.090
113 H 0.8070 -6.2045 -2.6325  C105 1.090
114 H 1.0306 -6.5689 -1.0159  C105 1.090
115 H 3.6079 -8.6782 -2.3414  C107 1.090
116 H 1.9364 -8.6783 -2.7308  C107 1.090
117 H 2.1902 -8.4418 -1.1217  C107 1.090
118 H 2.6750 -4.1497 -3.1134  N108 1.010
119 H 1.2079 -4.1368 -3.2965  N108 1.010
120 C 4.4706 -1.4565 -6.9081  C121 1.586, H126 1.090, H127 1.090, H128 1.090
121 C 4.0812 -1.5451 -5.3736  C120 1.586, C122 1.530, N125 1.457, H129 1.090
122 C 3.8994 -0.1873 -4.6918  C121 1.530, O123 1.407, H130 1.090, H131 1.090
123 O 3.9130 -0.2302 -3.2853  C122 1.407, C124 1.368
124 C 3.9822 1.0334 -2.7652  O123 1.368, H132 1.090, H133 1.090, H134 1.090
125 N 3.0088 -2.5289 -5.3013  C121 1.457, H135 1.010, H136 1.010
126 H 4.8771 -2.4028 -7.2652  C120 1.090
127 H 5.2393 -0.6970 -7.0510  C120 1.090
128 H 3.7189 -1.0733 -7.5981  C120 1.090
129 H 4.9614 -2.0202 -4.9404  C121 1.090
130 H 3.1178 0.4252 -5.1414  C122 1.090
131 H 4.8306 0.2646 -5.0334  C122 1.090
132 H 3.0331 1.5408 -2.9379  C124 1.090
133 H 4.7698 1.5677 -3.2965  C124 1.090
134 H 4.1294 1.0031 -1.6856  C124 1.090
135 H 2.1619 -2.2224 -5.7583  N125 1.010
136 H 2.6136 -2.5480 -4.3720  N125 1.010
137 C 2.2016 -0.0716 1.3508  C138 1.472, H143 1.090, H144 1.090, H145 1.090
138 C 1.1866 -1.0329 1.8107  C137 1.472, C139 1.582, N142 1.454, H146 1.090
139 C 0.6296 -0.9177 3.2870  C138 1.582, O140 1.452, H147 1.090, H148 1.090
140 O 1.6794 -1.0167 4.2845  C139 1.452, C141 1.377
141 C 1.3224 -0.9223 5.6115  O140 1.377, H149 1.090, H150 1.090, H151 1.090
142 N 0.0593 -0.9123 0.9007  C138 1.454, H152 1.010, H153 1.010
143 H 2.9994 0.1730 2.0521  C137 1.090
144 H 1.7375 0.8952 1.1556  C137 1.090
145 H 2.7730 -0.2617 0.4422  C137 1.090
146 H 1.6388 -2.0245 1.8283  C138 1.090
147 H -0.1144 -1.7139 3.3100  C139 1.090
148 H 0.1068 0.0197 3.4771  C139 1.090
149 H 2.2163 -1.0892 6.2126  C141 1.090
150 H 0.5369 -1.6016 5.9426  C141 1.090
151 H 1.0402 0.1113 5.8120  C141 1.090
152 H 0.3207 -1.5061 0.1266  N142 1.010
153 H 0.0955 0.0195 0.5129  N142 1.010
154 C 6.1558 -4.5887 -5.2158  C155 1.564, H160 1.090, H161 1.090, H162 1.090
155 C 7.6780 -4.6176 -4.8577  C154 1.564, C156 1.572, N159 1.443, H163 1.090
156 C 8.4597 -5.1524 -6.1118  C155 1.572, O157 1.401, H164 1.090, H165 1.090
157 O 8.5379 -4.0390 -6.9583  C156 1.401, C158 1.503
158 C 9.3587 -4.1749 -8.2104  O157 1.503, H166 1.090, H167 1.090, H168 1.090
159 N 8.0466 -3.2573 -4.5467  C155 1.443, H169 1.010, H170 1.010
160 H 5.7092 -4.1874 -4.3060  C154 1.090
161 H 5.7639 -5.6054 -5.2429  C154 1.090
162 H 5.8835 -4.1298 -6.1662  C154 1.090
163 H 7.9789 -5.2547 -4.0260  C155 1.090
164 H 7.9747 -6.0143 -6.5701  C156 1.090
165 H 9.4472 -5.4604 -5.7683  C156 1.090
166 H 9.5589 -3.2156 -8.6876  C158 1.090
167 H 8.9226 -4.8451 -8.9511  C158 1.090
168 H 10.3695 -4.4912 -7.9529  C158 1.090
169 H 8.3464 -2.7930 -5.3921  N159 1.010
170 H 7.3221 -2.7188 -4.0938  N159 1.010
171 C 6.4670 1.8529 2.8004  C172 1.498, H177 1.090, H178 1.090, H179 1.090
172 C 6.4017 3.3263 2.5352  C171 1.498, C173 1.558, N176 1.417, H180 1.090
173 C 5.3545 3.6755 1.4359  C172 1.558, O174 1.433, H181 1.090, H182 1.090
174 O 4.0423 3.2467 1.8193  C173 1.433, C175 1.429
175 C 3.0460 3.5018 0.8267  O174 1.429, H183 1.090, H184 1.090, H185 1.090
176 N 6.1146 4.0405 3.7249  C172 1.417, H186 1.010, H187 1.010
177 H 5.4678 1.4356 2.6755  C171 1.090
178 H 6.8109 1.5134 3.7774  C171 1.090
179 H 6.9683 1.3609 1.9669  C171 1.090
180 H 7.4725 3.4905 2.4147  C172 1.090
181 H 5.5927 3.1613 0.5048  C173 1.090
182 H 5.3601 4.7506 1.2564  C173 1.090
183 H 3.1699 2.9192 -0.0862  C175 1.090
184 H 3.0562 4.5131 0.4200  C175 1.090
185 H 2.0388 3.4261 1.2364  C175 1.090
186 H 5.1493 3.8790 3.9744  N176 1.010
187 H 6.2152 5.0319 3.5606  N176 1.010
188 C 8.7106 4.2449 -2.8253  C189 1.571, H194 1.090, H195 1.090, H196 1.090
189 C 9.4226 2.9833 -3.4343  C188 1.571, C190 1.572, N193 1.470, H197 1.090
190 C 8.4663 1.8161 -3.8748  C189 1.572, O191 1.441, H198 1.090, H199 1.090
191 O 7.7210 1.4084 -2.7109  C190 1.441, C192 1.401
192 C 7.2151 0.1026 -2.7374  O191 1.401, H200 1.090, H201 1.090, H202 1.090
193 N 10.1656 3.4750 -4.6035  C189 1.470, H203 1.010, H204 1.010
194 H 8.0558 4.0094 -1.9863  C188 1.090
195 H 8.0568 4.7950 -3.5020  C188 1.090
196 H 9.5043 4.9319 -2.5318  C188 1.090
197 H 10.2159 2.5503 -2.8249  C189 1.090
198 H 9.0779 1.0225 -4.3041  C190 1.090
199 H 7.7717 2.1466 -4.6470  C190 1.090
200 H 6.5191 -0.0972 -1.9227  C192 1.090
201 H 8.0715 -0.5568 -2.5962  C192 1.090
202 H 6.7404 -0.1504 -3.6854  C192 1.090
203 H 10.4438 2.8072 -5.3084  N193 1.010
204 H 11.0797 3.8305 -4.3624  N193 1.010
205 C 12.8780 0.8246 -7.7116  C206 1.464, H211 1.090, H212 1.090, H213 1.090
206 C 11.6701 0.7676 -6.8861  C205 1.464, C207 1.605, N210 1.467, H214 1.090
207 C 10.4580 -0.0089 -7.5956  C206 1.605, O208 1.448, H215 1.090, H216 1.090
208 O 9.4410 -0.0841 -6.5675  C207 1.448, C209 1.381
209 C 8.1864 -0.3325 -7.0874  O208 1.381, H217 1.090, H218 1.090, H219 1.090
210 N 12.1263 0.1367 -5.6430  C206 1.467, H220 1.010, H221 1.010
211 H 13.3435 -0.1059 -8.0365  C205 1.090
212 H 13.6994 1.3828 -7.2626  C205 1.090
213 H 12.6901 1.3684 -8.6374  C205 1.090
214 H 11.3252 1.7453 -6.5499  C206 1.090
215 H 10.7459 -0.9401 -8.0836  C207 1.090
216 H 10.0905 0.6559 -8.3774  C207 1.090
217 H 7.6120 0.5762 -7.2672  C209 1.090
218 H 7.6652 -0.8619 -6.2897  C209 1.090
219 H 8.1479 -1.0416 -7.9144  C209 1.090
220 H 11.2777 -0.2073 -5.2169  N210 1.010
221 H 12.5388 -0.7666 -5.8270  N210 1.010
222 C 1.3302 -10.2747 -7.1650  C223 1.503, H228 1.090, H229 1.090, H230 1.090
223 C 0.9551 -8.8753 -6.7645  C222 1.503, C224 1.564, N227 1.418, H231 1.090
224 C 2.1509 -7.8904 -6.9817  C223 1.564, O225 1.446, H232 1.090, H233 1.090
225 O 1.8121 -6.4853 -6.9950  C224 1.446, C226 1.391
226 C 2.9145 -5.6526 -7.1539  O225 1.391, H234 1.090, H235 1.090, H236 1.090
227 N -0.0626 -8.4555 -7.6582  C223 1.418, H237 1.010, H238 1.010
228 H 2.3514 -10.4647 -6.8347  C222 1.090
229 H 1.1659 -10.3746 -8.2379  C222 1.090
230 H 0.7665 -11.0599 -6.6612  C222 1.090
231 H 0.5767 -8.7978 -5.7453  C223 1.090
232 H 2.5863 -8.1578 -7.9445  C224 1.090
233 H 2.7802 -8.2641 -6.1739  C224 1.090
234 H 3.7145 -5.7630 -6.4219  C226 1.090
235 H 2.4884 -4.6585 -7.2894  C226 1.090
236 H 3.4694 -5.6549 -8.0921  C226 1.090
237 H 0.2742 -8.6375 -8.5928  N227 1.010
238 H -0.0533 -7.4504 -7.7572  N227 1.010

Properties
Energy above the lowest of the compared OMol25 structures with the same formula, charge and spin in kcal/mol: 214.6
Largest force on an atom in eV/A: 3.55
Molecular weight in Da: 1247.932
Kohn-Sham gap in hartree: 0.328
Energy in a.u.: -4045.41283
Charge: 0
HOMO in eV: -8.7